1.
Here is a 5-piece molecular cluster, C19H30ClN9O4S overall in a non-equilibrium geometry from the OMol25 dataset. Energies are from wB97M-V/def2-TZVPD.

Properties
* spin multiplicity: 1
* molar mass: 516.03 g mol⁻¹
* HOMO energy: -8.101 eV
* frontier orbital gap: 8.33 eV
* charge: 0
* lowest unoccupied orbital energy: 0.0083 hartree
* electronic energy: -65144.76681 eV
* SMILES string: CC[C@@H](Cl)N1c2ccccc2Sc2ccccc21.NC(N)=O.NC(N)=O.NC(N)=O.NC(N)=O
* relative energy (zero: lowest compared OMol25 entry of this formula, charge and spin): 197.19 kcal per mole

Last column: Löwdin charge in e.
Positions of all 64 atoms, in Å:
C1 0.549 2.569 -0.828  -0.122
C2 1.909 1.696 -0.588  -0.240
C3 1.456 0.395 0.227  -0.612
Cl1 0.914 -0.843 -1.065  0.591
N1 2.509 -0.225 1.081  -0.112
C4 1.831 -1.362 1.797  -0.207
C5 2.044 -2.863 1.375  -0.018
C6 1.335 -4.055 2.056  -0.054
C7 0.371 -3.750 3.254  -0.052
C8 0.118 -2.300 3.744  -0.076
C9 0.866 -1.154 3.014  -0.388
S1 0.643 0.619 3.574  0.854
C10 2.370 1.289 3.318  -0.381
C11 3.043 2.314 4.262  -0.068
C12 4.509 2.789 3.951  -0.064
C13 5.275 2.207 2.722  -0.070
C14 4.560 1.193 1.793  -0.003
C15 3.102 0.721 2.048  -0.195
H1 0.282 3.002 0.210  0.085
H2 0.741 3.396 -1.587  0.080
H3 -0.299 1.852 -1.118  0.057
H4 2.622 2.394 -0.038  0.105
H5 2.397 1.424 -1.597  0.098
H6 0.489 0.669 0.782  0.091
H7 2.737 -3.071 0.489  0.093
H8 1.488 -5.141 1.709  0.072
H9 -0.130 -4.642 3.752  0.084
H10 -0.574 -2.112 4.636  0.094
H11 2.487 2.741 5.165  0.092
H12 5.017 3.563 4.622  0.086
H13 6.349 2.567 2.527  0.091
H14 5.148 0.785 0.898  0.105
C16 1.127 0.790 -5.435  -0.703
O1 1.494 1.327 -6.471  0.009
N2 -0.178 0.676 -5.091  0.151
N3 1.997 0.260 -4.538  0.148
H15 -0.498 0.238 -4.246  0.068
H16 -0.857 1.056 -5.730  0.102
H17 2.978 0.324 -4.757  0.103
H18 1.716 -0.185 -3.683  0.034
C17 -3.221 1.486 -3.578  -0.687
O2 -2.730 0.485 -4.085  0.003
N4 -2.475 2.528 -3.146  0.173
N5 -4.555 1.639 -3.403  0.158
H19 -2.862 3.358 -2.727  0.083
H20 -1.476 2.457 -3.258  0.084
H21 -5.148 0.886 -3.711  0.106
H22 -4.974 2.454 -2.988  0.074
C18 -0.053 -7.607 1.683  -0.682
O3 0.595 -6.916 2.457  0.000
N6 -0.231 -8.938 1.866  0.152
N7 -0.650 -7.101 0.576  0.160
H23 -0.758 -9.523 1.244  0.096
H24 0.198 -9.351 2.679  0.109
H25 -0.541 -6.114 0.406  0.104
H26 -1.186 -7.651 -0.071  0.098
C19 -5.281 4.613 -0.499  -0.691
O4 -4.802 4.656 -1.625  0.011
N8 -5.681 5.722 0.166  0.154
N9 -5.452 3.451 0.178  0.157
H27 -6.076 5.709 1.089  0.098
H28 -5.570 6.605 -0.305  0.111
H29 -5.165 2.603 -0.284  0.103
H30 -5.842 3.395 1.102  0.099


2.
Here is the molecule C19H30N2O3 from the OMol25 dataset. Energies are from wB97M-V/def2-TZVPD.

Properties
* spin multiplicity: 1
* molar mass: 334.46 g mol⁻¹
* HOMO energy: -8.884 eV
* frontier orbital gap: 9.49 eV
* charge: 0
* lowest unoccupied orbital energy: 0.0224 hartree
* electronic energy: -29312.77103 eV
* SMILES string: COC(=O)c1ccc(CN2CCN(CC(C)C)[C@H](CCO)C2)cc1
* relative energy (zero: lowest compared OMol25 entry of this formula, charge and spin): 31.52 kcal per mole

Last column: Löwdin charge in e.
Positions of all 54 atoms, in Å:
C1 1.992 -7.124 3.257  -0.050
H1 1.024 -7.593 3.412  0.092
H2 2.399 -6.761 4.203  0.097
H3 2.698 -7.836 2.824  0.097
O1 1.773 -6.043 2.367  -0.048
C2 2.862 -5.321 2.047  -0.458
O2 3.960 -5.567 2.485  0.111
C3 2.559 -4.214 1.114  -0.129
C4 3.606 -3.393 0.701  -0.002
C5 3.368 -2.346 -0.168  -0.021
C6 2.085 -2.105 -0.645  -0.213
C7 1.042 -2.929 -0.231  -0.022
C8 1.270 -3.972 0.642  -0.001
H4 0.460 -4.607 0.963  0.116
H5 0.048 -2.727 -0.600  0.115
C9 1.810 -0.982 -1.606  -0.155
N1 0.577 -0.294 -1.269  -0.169
C10 0.709 0.449 -0.030  -0.138
H6 1.026 -0.248 0.750  0.129
C11 -0.620 1.084 0.404  -0.282
N2 -1.172 1.910 -0.674  -0.154
C12 -1.230 1.152 -1.915  -0.162
C13 0.138 0.614 -2.305  -0.171
H7 0.055 0.070 -3.249  0.124
H8 0.844 1.454 -2.443  0.134
H9 -1.596 1.811 -2.704  0.115
H10 -1.925 0.299 -1.820  0.134
C14 -2.495 2.440 -0.355  -0.160
H11 -2.493 2.760 0.686  0.107
C15 -2.867 3.642 -1.248  -0.406
C16 -3.203 4.870 -0.403  -0.075
H12 -2.351 5.164 0.207  0.066
H13 -4.046 4.664 0.253  0.083
H14 -3.466 5.709 -1.043  0.077
C17 -4.044 3.318 -2.167  -0.082
H15 -4.255 4.158 -2.825  0.077
H16 -4.936 3.116 -1.577  0.081
H17 -3.837 2.446 -2.783  0.067
H18 -1.995 3.887 -1.862  0.133
H19 -3.259 1.650 -0.449  0.129
C18 -0.355 1.897 1.688  -0.120
H20 -1.254 1.945 2.305  0.108
H21 0.396 1.353 2.262  0.111
C19 0.137 3.339 1.437  -0.256
O3 0.895 3.500 0.271  -0.087
H22 0.326 3.190 -0.457  0.061
H23 -0.727 4.019 1.410  0.093
H24 0.778 3.653 2.265  0.118
H25 -1.321 0.261 0.642  0.154
H26 1.473 1.238 -0.122  0.133
H27 2.672 -0.292 -1.636  0.130
H28 1.687 -1.406 -2.609  0.133
H29 4.183 -1.710 -0.480  0.113
H30 4.598 -3.591 1.077  0.120


3.
Here is a 2-piece molecular cluster, C19H31BCl4O3Si2 overall in a non-equilibrium geometry from the OMol25 dataset. Energies are from wB97M-V/def2-TZVPD.

Properties
* spin multiplicity: 1
* molar mass: 516.25 g mol⁻¹
* HOMO energy: -7.993 eV
* frontier orbital gap: 6.20 eV
* charge: 0
* lowest unoccupied orbital energy: -0.0659 hartree
* electronic energy: -92876.74365 eV

Last column: Löwdin charge in e.
Positions of all 60 atoms, in Å:
Cl1 -1.686 -0.243 -4.632  0.522
B1 -2.457 0.747 -3.238  -1.865
Cl2 -2.649 2.523 -3.724  0.550
Cl3 -4.100 0.039 -2.753  0.548
O1 -1.530 0.586 -2.092  -0.099
C1 -0.979 1.410 -1.276  -0.043
C2 0.150 2.190 -1.697  -0.156
C3 0.815 2.974 -0.727  0.019
C4 1.940 3.718 -1.057  -0.078
C5 2.443 3.671 -2.369  -0.653
Cl4 3.860 4.544 -2.769  0.723
C6 1.789 2.917 -3.355  -0.070
C7 0.649 2.194 -3.030  -0.009
H1 -1.497 1.709 -0.350  0.146
H2 0.411 2.977 0.286  0.124
H3 2.447 4.330 -0.313  0.110
H4 2.182 2.903 -4.367  0.117
H5 0.118 1.632 -3.797  0.080
C8 -0.144 -2.828 -2.498  -0.154
Si1 0.994 -1.975 -1.312  0.415
C9 1.871 -3.250 -0.276  -0.154
C10 2.194 -0.819 -2.125  -0.132
O2 0.217 -0.889 -0.299  -0.115
C11 -1.002 -0.587 0.187  -0.292
C12 -1.032 0.198 1.334  -0.292
O3 0.130 0.651 1.849  -0.118
Si2 1.035 0.070 3.153  0.427
C13 2.333 -1.067 2.471  -0.151
C14 1.772 1.609 3.862  -0.154
C15 -0.079 -0.839 4.329  -0.150
C16 -2.306 0.555 2.006  -0.120
C17 -3.268 -0.629 1.960  -0.180
C18 -3.450 -1.099 0.525  -0.191
C19 -2.136 -1.519 -0.135  -0.120
H6 0.481 -3.367 -3.225  0.046
H7 -0.785 -3.559 -1.988  0.041
H8 -0.771 -2.117 -3.053  -0.018
H9 2.477 -3.876 -0.947  0.041
H10 2.537 -2.805 0.471  0.006
H11 1.152 -3.903 0.236  0.041
H12 2.944 -1.388 -2.692  0.041
H13 1.680 -0.137 -2.814  0.021
H14 2.712 -0.207 -1.374  0.042
H15 3.171 -1.100 3.183  0.043
H16 1.948 -2.086 2.352  0.029
H17 2.709 -0.713 1.503  0.039
H18 2.329 1.370 4.778  0.038
H19 2.464 2.070 3.146  0.039
H20 0.993 2.340 4.110  0.039
H21 0.540 -1.179 5.174  0.042
H22 -0.877 -0.199 4.730  0.037
H23 -0.535 -1.727 3.870  0.041
H24 -2.127 0.883 3.039  0.117
H25 -2.763 1.391 1.445  0.129
H26 -2.875 -1.447 2.580  0.116
H27 -4.243 -0.337 2.371  0.116
H28 -4.157 -1.937 0.472  0.121
H29 -3.873 -0.294 -0.094  0.075
H30 -2.293 -1.531 -1.223  0.087
H31 -1.875 -2.551 0.183  0.139


4.
Here is C19H31BHfN3O6 as an isolated structure from the OMol25 dataset. Energies are from wB97M-V/def2-TZVPD.

Properties
* spin multiplicity: 1
* molar mass: 586.77 g mol⁻¹
* HOMO energy: -10.278 eV
* frontier orbital gap: 6.00 eV
* charge: +1
* lowest unoccupied orbital energy: -0.1572 hartree
* electronic energy: -38941.48621 eV
* relative energy (zero: lowest compared OMol25 entry of this formula, charge and spin): 0.37 kcal per mole

Last column: Löwdin charge in e.
Positions of all 61 atoms, in Å:
Hf1 0.290 -0.228 -1.353  1.797
C1 3.235 -0.506 -0.600  -0.053
N1 2.564 -0.080 -1.861  -0.370
C2 3.016 -0.971 -2.962  -0.052
C3 2.908 1.330 -2.181  -0.165
C4 2.017 2.304 -1.435  -0.164
N2 0.575 2.064 -1.715  -0.380
C5 -0.222 2.873 -0.754  -0.040
C6 0.214 2.432 -3.103  -0.044
H1 4.315 -0.528 -0.759  0.116
H2 2.902 -1.510 -0.331  0.109
H3 3.002 0.177 0.217  0.082
H4 4.089 -0.844 -3.119  0.111
H5 2.485 -0.721 -3.879  0.100
H6 2.797 -2.004 -2.704  0.096
H7 2.807 1.463 -3.258  0.121
H8 3.955 1.528 -1.935  0.147
H9 2.276 3.330 -1.713  0.148
H10 2.155 2.212 -0.355  0.127
H11 0.017 3.932 -0.877  0.116
H12 0.009 2.563 0.266  0.088
H13 -1.284 2.737 -0.944  0.082
H14 0.417 3.491 -3.287  0.116
H15 -0.848 2.246 -3.263  0.092
H16 0.776 1.837 -3.821  0.091
O1 -6.698 -1.001 -1.413  -0.002
C7 -5.895 -1.933 -1.524  -0.680
O2 -5.972 -3.163 -1.524  0.011
C8 -4.417 -1.426 -1.681  -0.024
C9 -4.144 -0.061 -1.713  0.042
C10 -2.842 0.362 -1.798  -0.091
N3 -1.802 -0.500 -1.864  -0.071
C11 -2.079 -1.840 -1.869  -0.170
C12 -3.355 -2.328 -1.776  0.105
C13 -0.886 -2.750 -1.956  -0.491
O3 -0.910 -3.931 -1.875  0.197
O4 0.283 -2.039 -2.114  -0.208
H17 -4.981 0.624 -1.655  0.132
H18 -2.601 1.418 -1.820  0.091
H19 -3.570 -3.389 -1.771  0.148
C14 0.494 1.426 3.966  0.003
C15 0.791 0.211 3.116  -0.455
C16 2.206 -0.289 3.356  -0.006
O5 0.733 0.605 1.689  0.006
B1 0.215 -0.480 1.013  -0.647
O6 -0.253 -1.457 1.815  0.093
C17 -0.280 -0.918 3.183  -0.457
C18 0.039 -2.040 4.148  0.008
C19 -1.692 -0.398 3.406  0.002
H20 1.290 2.162 3.854  0.096
H21 0.447 1.142 5.019  0.107
H22 -0.452 1.888 3.692  0.089
H23 2.914 0.504 3.111  0.096
H24 2.427 -1.166 2.744  0.096
H25 2.352 -0.558 4.401  0.103
H26 0.973 -2.536 3.896  0.091
H27 -0.760 -2.779 4.118  0.103
H28 0.106 -1.654 5.167  0.106
H29 -1.933 0.414 2.717  0.096
H30 -1.820 -0.037 4.426  0.102
H31 -2.398 -1.210 3.239  0.107